ORCA calculation (ωB97M-V/def2-TZVPD) on a cluster of 15 separate species, C42H120N6O15 in total at a distorted geometry.

- HOMO energy: -8.97 eV
- Frontier orbital gap: 0.3354 Ha
- Multiplicity: 1

Geometry as XYZ:
```
183
Properties=species:S:1:pos:R:3:forces:R:3:lowdin_charge:R:1
C -4.574 -5.164 5.012 -1.4460 0.4511 0.9725 -0.10
C -3.395 -5.743 4.374 1.5571 -0.3458 -1.5811 -0.36
O -2.229 -5.108 4.857 0.5693 0.4304 0.9694 -0.08
H -5.481 -5.257 4.415 0.0945 -0.1114 -0.1951 0.08
H -4.411 -4.099 5.179 0.0161 0.0229 0.0280 0.08
H -4.805 -5.636 5.967 0.1359 0.1082 0.1598 0.08
H -3.383 -5.516 3.308 -0.5086 -0.3156 -0.3582 0.11
H -3.272 -6.819 4.497 -0.4186 -0.1989 0.0439 0.11
H -1.459 -5.497 4.435 0.0289 -0.0222 -0.0155 0.08
C 3.734 1.937 -6.498 -1.1210 -0.3614 -0.1279 -0.09
C 4.565 2.131 -7.711 0.5561 0.1049 -0.8676 -0.36
O 5.683 2.925 -7.414 0.7743 0.5946 0.2781 -0.08
H 4.336 1.693 -5.623 -0.1404 -0.0179 -0.0652 0.08
H 3.048 1.131 -6.760 0.0351 -0.4150 0.4141 0.07
H 3.043 2.758 -6.309 0.4446 0.3680 0.2237 0.07
H 4.030 2.615 -8.528 -0.5326 -0.0704 -0.0387 0.11
H 4.942 1.189 -8.110 -0.2400 -0.4223 0.1110 0.11
H 6.257 2.870 -8.181 0.2216 0.2125 0.0829 0.08
C -5.129 2.809 6.313 -0.9934 0.3333 -0.0331 -0.11
C -4.683 1.476 5.837 -1.2096 -1.0616 0.2157 -0.32
O -4.941 0.431 6.803 1.2446 0.2335 0.1712 -0.09
H -4.546 3.164 7.163 0.1198 0.3091 -0.3390 0.08
H -6.174 2.773 6.619 -0.1365 -0.1190 0.2596 0.07
H -5.171 3.437 5.423 0.5398 0.6268 0.2896 0.08
H -3.639 1.580 5.543 0.0559 -0.9037 0.2189 0.12
H -5.313 1.148 5.010 0.4335 0.4750 -0.7332 0.11
H -5.880 0.454 7.002 -0.0447 0.0893 -0.0404 0.07
C -2.943 0.111 -8.660 -0.0590 -0.2494 -1.3894 -0.08
C -4.319 0.340 -9.213 -1.0743 0.9973 1.1507 -0.37
O -4.350 0.561 -10.595 0.2110 -0.1393 -0.7794 -0.07
H -3.002 -0.129 -7.598 0.3670 0.1236 -0.1417 0.08
H -2.352 0.984 -8.937 0.1177 0.1811 0.6708 0.08
H -2.490 -0.676 -9.263 0.1083 -0.4774 0.4421 0.07
H -4.706 1.265 -8.785 0.0012 0.2010 0.6070 0.10
H -5.071 -0.395 -8.927 0.2656 -0.6156 0.0545 0.11
H -5.160 1.065 -10.704 0.0564 -0.0206 -0.6019 0.08
C -6.892 -2.168 -0.691 0.6366 -0.0959 0.5086 -0.09
C -5.863 -3.070 -0.008 -0.3511 0.4178 -0.6023 -0.32
O -4.888 -3.338 -1.021 0.1696 -0.7097 0.5576 -0.09
H -6.313 -1.285 -0.961 -0.3475 0.2897 -0.1627 0.07
H -7.722 -1.876 -0.048 -0.1059 -0.0829 -0.1268 0.07
H -7.201 -2.664 -1.612 -0.2913 0.1145 0.1426 0.08
H -6.300 -4.001 0.354 0.1239 -0.2261 -0.3944 0.10
H -5.438 -2.603 0.881 0.2239 0.2045 -0.0359 0.10
H -4.250 -2.622 -1.063 -0.0236 0.1013 0.1166 0.08
C -0.625 -4.176 -5.595 -0.1935 -0.4917 -0.1741 -0.09
C 0.803 -4.054 -5.163 0.6105 0.5107 0.1759 -0.36
O 1.594 -5.107 -5.609 0.3593 -1.9190 -0.8777 -0.08
H -1.077 -5.132 -5.331 0.0731 -0.0054 0.3125 0.08
H -0.675 -4.129 -6.682 -0.1719 0.3108 -0.0038 0.08
H -1.172 -3.368 -5.109 -0.2295 0.0127 -0.3049 0.08
H 0.890 -4.001 -4.078 -0.1172 0.5032 0.0818 0.11
H 1.221 -3.195 -5.688 -0.1244 0.7820 0.6507 0.11
H 2.346 -5.304 -5.046 -0.2000 0.3106 0.1543 0.08
C 3.145 1.594 8.405 1.2583 0.4633 1.9408 -0.12
C 2.178 1.668 7.318 -0.3536 -1.0972 -1.6652 -0.31
O 2.298 0.401 6.589 -0.6399 0.9379 0.0839 -0.10
H 3.090 0.671 8.983 -0.2672 -0.1191 -0.1377 0.08
H 3.021 2.399 9.129 -0.0146 0.2365 0.0306 0.07
H 4.172 1.657 8.044 -0.0276 -0.0179 -0.1706 0.08
H 2.421 2.474 6.626 -0.0376 -0.0171 -0.0919 0.11
H 1.141 1.802 7.625 0.0004 0.0370 0.2091 0.11
H 1.571 -0.114 6.947 0.0393 -0.4535 -0.1985 0.07
C -0.231 6.163 4.724 0.0501 -0.4824 -0.8785 -0.09
C 0.650 7.027 5.604 0.5651 0.5354 0.0468 -0.30
O 2.065 6.862 5.336 -0.6886 -0.8065 -0.2863 -0.09
H 0.338 5.461 4.114 0.3645 -0.1133 0.2857 0.07
H -0.809 6.691 3.966 -0.0412 0.3987 0.2474 0.07
H -0.925 5.568 5.318 0.0105 0.0733 0.0014 0.07
H 0.382 6.748 6.624 0.4701 0.2306 0.2983 0.10
H 0.452 8.088 5.455 -0.4044 0.0281 0.1214 0.10
H 2.600 7.478 5.841 -0.3201 0.1214 0.1594 0.07
C 6.082 3.064 3.123 0.1787 -0.8288 0.0848 -0.10
C 5.057 3.717 2.225 0.5394 -0.2182 -0.7586 -0.30
O 5.203 3.217 0.861 0.0195 0.4072 0.9909 -0.10
H 6.125 3.533 4.106 -0.2316 -0.0138 0.0126 0.07
H 7.105 3.040 2.747 -0.0736 0.5722 -0.4202 0.07
H 5.871 2.001 3.240 -0.3170 -0.0252 0.2278 0.07
H 5.217 4.795 2.250 -0.1057 0.1551 -0.1569 0.10
H 4.039 3.504 2.551 -0.0120 0.0203 0.2523 0.10
H 4.687 3.818 0.319 -0.0448 -0.0643 -0.2496 0.07
C -1.093 -1.779 10.929 -0.1752 -0.5125 1.2404 -0.08
C -0.945 -3.004 10.041 -2.3745 1.5324 -0.2805 -0.39
C -2.104 -4.022 10.202 1.3104 -0.2086 0.9255 -0.20
O -2.205 -4.497 11.542 1.2087 0.7392 -0.9776 -0.19
C -3.111 -5.520 11.736 -0.8873 0.1169 0.9660 -0.14
N -1.165 -2.432 8.670 1.2739 -1.1644 0.4740 0.03
H -0.236 -1.117 10.806 -0.0507 -0.0490 0.2052 0.08
H -1.237 -2.117 11.955 0.6457 0.1022 0.3089 0.07
H -2.007 -1.199 10.796 -0.1006 -0.0532 -0.7485 0.08
H 0.017 -3.470 10.253 0.0358 -0.0169 -0.6248 0.14
H -1.830 -4.841 9.537 -0.2915 -0.3909 -0.1774 0.12
H -3.041 -3.583 9.858 -0.2364 0.1015 0.1130 0.12
H -2.945 -6.471 11.229 0.4283 0.0483 -0.3653 0.09
H -4.106 -5.153 11.486 -0.3904 -0.2150 -0.0864 0.09
H -3.072 -5.688 12.812 -0.2460 -0.3169 -0.0075 0.09
H -2.117 -2.097 8.712 -0.1373 0.3054 -0.2440 0.06
H -1.200 -3.246 8.073 0.0119 0.0277 -0.7905 0.06
C -0.722 -0.283 1.254 -0.3191 0.8833 -0.4529 -0.07
C 0.298 -0.570 0.154 0.6741 1.6087 -0.1226 -0.40
C 0.073 0.353 -1.074 -0.6358 -1.4495 0.0570 -0.20
O -1.245 0.050 -1.591 -0.0944 1.9709 -0.4109 -0.19
C -1.842 1.177 -2.282 0.0077 -0.0637 0.1616 -0.10
N 1.678 -0.265 0.633 -0.4332 -0.7263 0.5320 0.03
H -1.718 -0.575 0.920 0.0328 -0.4310 0.2941 0.07
H -0.814 0.794 1.394 0.1822 0.3062 -0.0324 0.08
H -0.457 -0.658 2.242 -0.0459 -0.5427 -0.2115 0.08
H 0.169 -1.614 -0.131 0.4490 -0.0568 -0.2117 0.13
H 0.810 0.167 -1.856 0.1511 -0.4127 -0.1316 0.12
H 0.280 1.387 -0.799 -0.8069 0.3214 0.2971 0.12
H -2.017 2.060 -1.667 0.3459 -0.0878 0.7003 0.08
H -2.841 0.961 -2.659 0.1509 -0.7526 0.0439 0.08
H -1.265 1.557 -3.125 0.3995 -0.4003 -0.1492 0.08
H 1.607 -0.046 1.617 0.1975 -0.2195 0.2321 0.05
H 2.123 0.557 0.251 -0.2513 0.0345 -0.5832 0.06
C 5.972 -5.496 2.212 0.5617 -1.1459 0.2121 -0.06
C 4.584 -6.124 2.207 -0.0090 0.2213 0.8580 -0.47
C 3.918 -6.184 3.581 -0.5728 0.3781 0.8258 -0.19
O 2.595 -6.785 3.609 0.9344 -0.5575 -0.5144 -0.21
C 2.601 -8.185 3.278 -0.3159 0.8805 -0.2773 -0.10
N 3.737 -5.404 1.310 -0.9159 0.1625 -1.0901 0.04
H 6.479 -5.655 1.260 -0.4090 0.3179 -0.3240 0.08
H 6.591 -6.114 2.862 0.1370 0.3333 0.5337 0.07
H 6.043 -4.443 2.485 -0.2671 -0.0753 0.1091 0.08
H 4.695 -7.165 1.905 0.0283 -0.0316 -0.4893 0.13
H 3.707 -5.181 3.952 0.1226 0.2627 -0.1964 0.13
H 4.565 -6.614 4.345 0.0873 -0.5885 0.0326 0.12
H 1.582 -8.560 3.378 0.0737 0.0450 0.5911 0.08
H 3.323 -8.713 3.900 -0.0957 -0.2248 0.0066 0.09
H 2.797 -8.346 2.218 0.4953 0.0326 -0.1155 0.08
H 2.784 -5.700 1.464 -0.3004 -0.3402 -0.2016 0.06
H 3.686 -4.431 1.574 0.4151 0.3466 0.0249 0.08
C 1.409 7.756 -1.116 -0.2345 -0.3037 -0.2567 -0.05
C 0.962 6.733 -2.184 -0.4774 0.4249 1.5833 -0.46
C 0.400 7.360 -3.443 0.7129 0.7083 -0.3884 -0.21
O 0.210 6.403 -4.455 -0.0804 -1.7038 0.5339 -0.22
C 0.492 6.736 -5.787 -0.1866 1.2531 0.3312 -0.10
N 2.068 5.861 -2.489 -0.3649 -0.7116 -0.6312 0.04
H 0.684 8.534 -0.875 -0.0709 0.0528 -0.2846 0.07
H 2.345 8.204 -1.450 -0.0411 0.2889 -0.0998 0.07
H 1.647 7.269 -0.170 -0.0767 -0.2769 -0.1185 0.07
H 0.184 6.074 -1.797 -0.1086 -0.0249 0.3961 0.14
H 1.232 8.016 -3.701 -0.2237 0.7558 -0.6471 0.12
H -0.545 7.882 -3.289 0.1014 0.3715 0.1811 0.13
H 0.347 5.891 -6.461 -0.0349 -0.0744 0.3763 0.09
H 1.502 7.135 -5.882 0.2735 -0.1237 -0.1089 0.09
H -0.188 7.547 -6.049 -0.1002 0.0883 -0.5684 0.09
H 1.618 5.455 -3.297 0.6135 -1.3663 -0.4687 0.06
H 2.844 6.342 -2.921 0.3146 0.6091 0.1951 0.07
C -8.613 2.195 -4.651 0.5564 1.2818 -0.6090 -0.05
C -9.061 3.341 -5.639 0.3663 -0.7678 0.2175 -0.40
C -7.921 4.294 -6.095 0.4861 0.5942 1.2057 -0.17
O -7.294 4.855 -4.916 -0.2422 0.0798 0.0465 -0.20
C -6.347 5.892 -5.112 1.0481 -0.8389 -0.4677 -0.12
N -9.625 2.773 -6.877 0.1176 0.3067 0.1067 0.01
H -9.437 1.690 -4.146 -0.1824 0.0490 -0.3639 0.07
H -8.003 2.645 -3.867 -0.0477 0.0971 0.0607 0.06
H -7.964 1.474 -5.149 -0.1987 -0.0971 -0.1851 0.07
H -9.827 3.914 -5.117 0.1235 0.3502 0.1961 0.13
H -8.223 5.160 -6.685 -0.9034 -0.0184 -0.1576 0.11
H -7.220 3.800 -6.767 0.3491 -0.5401 0.3228 0.12
H -5.435 5.471 -5.536 0.1499 -0.2290 -0.5346 0.08
H -5.938 6.293 -4.185 -0.8886 -0.0744 0.4110 0.08
H -6.620 6.718 -5.768 -0.6467 -0.0070 -0.0020 0.08
H -10.017 3.562 -7.371 -0.0606 0.0987 -0.4762 0.06
H -10.431 2.199 -6.674 -0.0113 -0.2913 0.2251 0.07
C 9.808 -3.891 -6.656 0.5535 0.3432 1.9158 -0.07
C 8.308 -3.913 -6.697 -0.7619 0.0183 -0.4434 -0.45
C 7.535 -2.799 -5.992 1.5986 -0.0035 -0.3962 -0.24
O 7.765 -2.857 -4.608 -0.8997 0.8060 0.0151 -0.17
C 7.041 -1.749 -4.054 0.7957 -1.0881 1.6003 -0.10
N 8.031 -3.831 -8.130 -1.2544 -0.0780 -0.4701 0.02
H 10.187 -3.000 -7.156 -0.0427 -0.3743 -0.6539 0.09
H 10.207 -4.849 -6.990 0.1390 0.2883 -0.4924 0.08
H 10.208 -3.755 -5.652 -0.2213 -0.2455 0.3666 0.07
H 7.834 -4.799 -6.276 0.5779 -0.5749 0.2373 0.14
H 6.468 -2.874 -6.203 -0.2108 -0.0645 -0.1992 0.12
H 7.915 -1.834 -6.329 -0.1720 0.2955 -0.4568 0.12
H 5.963 -1.867 -4.164 -0.0736 0.2175 -0.5285 0.09
H 7.442 -0.786 -4.371 -0.2232 0.0172 -0.3839 0.09
H 7.217 -1.830 -2.981 0.0271 0.1883 0.0926 0.09
H 8.284 -4.700 -8.579 0.6839 -0.1739 -0.0349 0.07
H 7.028 -3.890 -8.237 -0.5320 0.4396 -0.1701 0.06
```
Forces are in eV/Å.